No. 1
C12H23F3NNiO5P2S | ωB97M-V with the def2-TZVPD basis set

Charge = +1
Energy above the lowest of the compared OMol25 structures with the same formula, charge and spin = 31.3 kcal/mol
E_HOMO (alpha / beta) = -0.4552 / -0.4718 Ha
Molar mass = 471.0 g mol⁻¹
Calculated total energy = -103143.326 eV
Spin multiplicity = 3

The geometry in XYZ format:
```
48
Properties=species:S:1:pos:R:3:forces:R:3:lowdin_spin:R:1
Ni 0.27312 0.14425 0.21495 -0.4 -1.3 -0.2 0.974
P -1.08887 1.33658 1.39502 -1.6 -3.7 2.3 0.106
C -0.24234 2.79714 1.09429 -0.8 3.3 -2.7 0.498
C 0.98705 2.76620 0.34493 2.0 -0.1 -1.0 0.031
N 1.46334 1.55767 -0.08045 -1.4 -1.1 0.7 0.078
C 2.62155 1.17841 -0.60876 0.0 0.7 0.2 0.009
C 3.56266 2.20014 -0.67276 0.1 0.1 0.2 0.103
C 3.14019 3.52256 -0.39447 0.8 -0.3 -0.4 -0.009
C 1.83430 3.83483 -0.03323 -0.4 -0.2 0.7 0.095
C 2.81529 -0.33281 -0.94606 1.1 1.3 0.4 -0.004
P 1.24582 -1.27091 -1.10691 1.6 -1.2 -1.4 0.002
H 1.47885 4.85098 0.04665 0.2 0.2 0.2 0.003
H 4.58979 1.91152 -0.85326 0.1 0.5 -0.2 0.005
H 3.90314 4.31433 -0.45513 -0.6 -0.3 -0.1 -0.002
H 3.47053 -0.44133 -1.82882 -0.3 0.0 0.4 -0.001
H 3.34241 -0.77854 -0.09108 0.1 0.1 -0.1 -0.001
H -2.79667 3.00032 -2.20029 -0.4 -0.1 1.2 0.000
H -0.85394 3.69264 0.81308 0.7 -0.4 0.9 0.017
H -2.47442 -0.52289 -3.03147 -0.6 -0.9 -0.4 0.000
O -2.98021 3.41965 -3.03007 1.6 -0.9 -1.2 0.000
H -2.24318 2.97705 -3.53052 -1.2 1.0 -0.1 0.000
H -0.28350 -1.15001 0.16399 -1.3 -0.6 -0.5 -0.007
O -2.84442 -1.40427 -2.79565 0.7 1.5 -1.3 0.000
H -2.68262 -1.37497 -1.87183 -0.1 -0.7 1.8 0.000
C 1.14396 -1.37387 -2.94677 -1.0 0.5 0.2 0.001
H 2.03382 -1.84733 -3.39310 -0.3 0.1 0.6 0.000
H 0.23518 -1.91941 -3.22291 0.2 0.0 0.0 0.000
H 1.04328 -0.36183 -3.35220 0.1 -0.1 0.0 0.000
C 1.57856 -2.99014 -0.63203 -0.2 0.1 0.4 0.001
H 0.68782 -3.58572 -0.86513 0.1 0.2 0.0 0.000
H 2.44802 -3.43084 -1.12876 -0.1 0.3 -0.1 0.000
H 1.70602 -3.01794 0.45145 0.0 -0.1 0.0 0.000
C -0.56465 1.03595 3.16761 -0.2 0.7 -0.3 0.052
H -0.69174 2.07016 3.55330 0.3 -0.8 0.4 0.004
H -1.15550 0.29096 3.74807 0.4 0.5 -0.8 0.006
H 0.50999 0.76413 3.10536 -0.6 0.2 0.4 0.002
C -2.94850 1.10548 1.29173 -0.4 1.2 -0.2 0.010
H -3.29663 0.10213 1.67506 1.1 1.0 -0.2 0.001
H -3.42756 1.91313 1.90849 0.2 -0.7 -0.7 0.002
H -3.28046 1.19052 0.22307 0.3 0.1 1.0 0.000
F -1.36882 -4.44539 3.41288 -0.3 -0.1 -1.0 0.000
C -1.67905 -4.12339 2.14109 -0.2 -0.1 0.2 0.002
F -0.91439 -4.85892 1.28981 -0.7 0.5 0.8 0.000
F -2.98643 -4.36938 1.89810 1.2 -0.1 0.4 0.000
S -1.36295 -2.32690 1.84767 -1.6 -0.7 -0.2 0.003
O -2.18387 -1.59035 2.80418 0.8 -0.5 -0.9 0.000
O 0.08640 -2.19657 2.04164 -0.3 0.6 -0.6 0.018
O -1.85035 -2.26304 0.43921 1.1 0.6 1.1 0.000
```
Positions in Å, forces in eV/Å.


No. 2
C6H7FInN2O3S | ωB97M-V with the def2-TZVPD basis set

Charge = +3
Energy above the lowest of the compared OMol25 structures with the same formula, charge and spin = 23.4 kcal/mol
E_HOMO = -0.7634 Ha
Molar mass = 321.0 g mol⁻¹
Calculated total energy = -34147.029 eV
Spin multiplicity = 1

The geometry in XYZ format:
```
21
Properties=species:S:1:pos:R:3:forces:R:3:lowdin_charge:R:1
O 1.20368 0.43597 1.49642 0.2 -0.3 -1.2 -0.167
C 1.08705 -0.21616 0.46045 -1.3 0.4 0.7 -0.548
C 0.21914 -1.46548 0.49186 0.0 0.3 -0.9 -0.076
C -0.33360 -1.91307 -0.86438 2.0 1.0 0.8 -0.245
S -1.78451 -1.01121 -1.60976 -1.6 -1.4 0.5 1.424
C -2.42916 0.10033 -0.58722 0.4 0.2 -0.6 -0.469
N -3.73766 0.13409 0.02670 -0.2 0.3 -1.0 0.221
N -3.76399 1.14089 0.75960 -0.1 0.3 0.8 0.220
C -2.53993 1.85269 0.64150 -0.5 -0.8 -0.8 0.186
O -1.75119 1.20827 -0.15091 1.2 0.1 1.3 0.147
O 1.58890 0.07052 -0.71310 0.3 -0.3 0.3 0.076
C 2.60853 1.09000 -0.81893 0.9 0.4 -0.9 -0.142
F 2.02645 2.27221 -1.00478 -0.5 0.2 0.3 0.096
H 0.90516 -2.26363 0.79645 -0.1 -0.3 0.0 0.170
H -0.52766 -1.37354 1.27323 -0.1 0.0 0.1 0.145
H -0.68667 -2.94981 -0.79083 -0.8 0.1 -0.4 0.147
H 0.47391 -1.86052 -1.59541 -0.2 -0.1 -0.4 0.120
H -2.22720 2.76919 1.14014 -0.2 0.2 0.0 0.214
H 3.19669 0.84452 -1.69654 -0.1 -0.3 -0.2 0.167
H 3.27324 1.11534 0.03772 -0.2 -0.1 0.4 0.099
In 3.19885 0.01939 2.70780 1.0 0.0 1.1 1.218
```
Positions in Å, forces in eV/Å.


No. 3
C5H14N2 | ωB97M-V with the def2-TZVPD basis set

Charge = 0
Energy above the lowest of the compared OMol25 structures with the same formula, charge and spin = 24.9 kcal/mol
E_HOMO = -0.3178 Ha
Molar mass = 102.2 g mol⁻¹
Calculated total energy = -8391.541 eV
Spin multiplicity = 1
SMILES string = CCCNCCN

The geometry in XYZ format:
```
21
Properties=species:S:1:pos:R:3:forces:R:3:lowdin_charge:R:1
C 2.29538 0.38727 2.42109 0.0 -0.7 0.0 -0.118
C 1.75577 -0.08463 1.05835 -0.1 0.8 1.0 -0.252
C 0.25244 0.13895 0.99911 -0.1 -1.4 -1.1 -0.247
N -0.27063 -0.29605 -0.33836 0.6 0.6 1.0 -0.098
C -1.59180 0.25369 -0.60978 0.4 0.0 0.0 -0.238
C -2.04183 0.00867 -2.07048 -0.2 -0.1 0.1 -0.270
N -1.11880 -0.71941 -2.91580 -0.2 -0.3 -0.4 -0.017
H 2.38494 1.45389 2.49323 -0.3 0.7 0.0 0.059
H 1.61061 0.01505 3.19122 0.2 0.2 0.1 0.070
H 3.29870 0.02076 2.65664 -0.1 -0.2 -0.2 0.067
H 1.96278 -1.14878 0.99316 0.1 -0.1 -0.6 0.103
H 2.18109 0.51411 0.26209 0.4 -0.4 -0.3 0.103
H -0.00327 1.17870 1.15881 -0.1 0.2 0.2 0.113
H -0.20049 -0.53423 1.74067 -0.2 0.6 0.4 0.116
H -0.32874 -1.30183 -0.23714 -0.1 -0.1 -0.4 0.101
H -2.32316 -0.16096 0.08270 -0.4 0.0 0.1 0.103
H -1.54368 1.32441 -0.40253 0.0 0.0 -0.1 0.104
H -2.98383 -0.54825 -2.02508 0.0 0.1 -0.1 0.092
H -2.26149 0.97129 -2.53686 0.0 -0.1 0.0 0.103
H -0.50878 -1.33588 -2.40003 0.1 0.2 -0.1 0.047
H -0.56521 -0.13678 -3.52101 0.1 0.1 0.2 0.059
```
Positions in Å, forces in eV/Å.